Entry 1:
Formula: C3H4N2
Source: OMol25
Level of theory: wB97M-V/def2-TZVPD

Last column: Mulliken charge in e.
Atoms and positions in Å:
C -0.469 -0.520 -1.095  -0.184
C -1.159 0.366 -0.331  -0.243
C 0.391 -0.609 1.109  -0.047
N -0.128 -1.366 0.070  -0.305
N -1.008 -0.462 0.885  -0.241
H 0.116 -0.757 -1.943  0.311
H -1.660 1.273 -0.142  0.335
H 0.648 -1.286 1.863  0.184
H 1.311 0.663 0.178  0.189

The calculation puts the gap between HOMO and LUMO at 10.07 eV. As for the energy above the lowest of the compared OMol25 structures with the same formula, charge and spin: 7.828 eV.


Entry 2:
Formula: C3H11N3P
Source: OMol25
Level of theory: wB97M-V/def2-TZVPD

Last column: Mulliken charge in e.
Atoms and positions in Å:
C -2.155 -0.347 0.420  0.106
C 2.064 -0.048 -1.280  -1.309
C 1.220 1.300 0.851  -0.734
N -1.049 -0.667 -0.157  -0.439
N -2.999 0.549 -0.075  -0.342
N -0.060 -1.487 0.386  -0.349
P 2.119 -0.298 0.544  0.426
H -2.336 -0.966 1.375  0.289
H 2.405 -0.841 -1.787  0.425
H 2.754 0.698 -1.455  0.457
H 1.170 0.220 -1.633  0.495
H 1.818 2.102 0.475  0.406
H 1.180 1.328 1.945  0.316
H 0.198 1.043 0.253  0.145
H -3.845 0.628 0.485  0.262
H -2.688 0.926 -0.916  0.241
H 0.445 -1.850 -0.415  0.333
H -0.241 -2.292 0.983  0.271

The calculation puts the gap between HOMO and LUMO (spin up / spin down) at 7.79 / 7.79 eV. As for the total charge: +1. As for the energy above the lowest of the compared OMol25 structures with the same formula, charge and spin: 1.824 eV.


Entry 3:
Formula: C5H9N2
Source: OMol25
Level of theory: wB97M-V/def2-TZVPD

Last column: Mulliken charge in e.
Atoms and positions in Å:
C 2.539 0.131 0.245  -0.227
C -0.659 -1.425 0.085  -0.530
C -1.615 -0.268 0.320  -0.593
C 0.396 -0.510 -0.660  0.010
C -0.609 1.931 -0.066  -0.258
N 1.697 -0.687 -0.192  -0.339
N -0.711 0.685 -0.172  0.133
H -0.075 -1.883 0.875  0.317
H -1.096 -2.319 -0.537  0.266
H -2.572 -0.426 -0.366  0.268
H -1.842 -0.200 1.310  0.401
H 3.392 -0.319 0.604  0.314
H 0.229 -0.696 -1.661  0.384
H -1.326 2.412 0.581  0.289
H 2.250 1.142 0.296  0.193
H 0.002 2.432 -0.662  0.371

The calculation puts the gap between HOMO and LUMO at 9.88 eV. As for the total charge: +1. As for the energy above the lowest of the compared OMol25 structures with the same formula, charge and spin: 4.913 eV.


Entry 4:
Formula: CH3InN2O5
Source: OMol25
Level of theory: wB97M-V/def2-TZVPD

Last column: Mulliken charge in e.
Atoms and positions in Å:
In 0.525 -0.740 -3.435  1.090
N 1.337 -2.327 0.324  1.162
O 0.890 -1.716 -0.643  -0.219
O 1.611 -3.543 0.160  -0.181
O 1.486 -1.720 1.329  -0.207
C -0.652 1.305 0.925  -0.704
N -1.149 1.567 -0.422  0.766
O -1.699 2.623 -0.624  -0.282
O -0.778 0.773 -1.342  -0.367
H 0.410 1.080 0.824  0.279
H -1.241 0.499 1.362  0.311
H -0.740 2.198 1.543  0.352

The calculation puts the gap between HOMO and LUMO at 3.46 eV. As for the total charge: +2. As for the energy above the lowest of the compared OMol25 structures with the same formula, charge and spin: 1.182 eV.


Entry 5:
Formula: C6H11Cl4FFeSi
Source: OMol25
Level of theory: wB97M-V/def2-TZVPD

Last column: Mulliken charge in e.
Atoms and positions in Å:
C -0.531 2.499 0.476  -1.415
C -1.406 1.443 1.157  0.031
Cl -2.699 0.886 0.090  -0.099
C -0.633 0.224 1.736  -0.779
Si -0.878 -1.417 0.830  0.744
F -2.328 -1.981 0.894  -0.158
Cl 0.270 -2.777 2.045  -0.208
C -0.145 -1.481 -0.891  -0.265
Cl 0.499 -3.140 -1.124  -0.048
C 0.947 -0.460 -1.153  0.629
C 1.579 -0.572 -2.543  -1.205
Cl 2.335 -0.600 0.081  -0.142
H -0.968 3.473 0.662  0.381
H 0.486 2.501 0.858  0.337
H -0.546 2.382 -0.603  0.411
H -1.875 1.935 1.999  0.494
H 0.438 0.511 1.640  0.383
H -0.907 0.070 2.785  0.620
H -0.928 -1.388 -1.641  0.593
H 0.512 0.532 -1.078  -0.145
H 1.367 0.324 -3.115  0.358
H 1.200 -1.438 -3.071  0.399
H 2.656 -0.685 -2.490  0.382
Fe 1.557 -0.843 2.458  0.705

The spin multiplicity is 5. The calculation puts the gap between HOMO and LUMO (spin up / spin down) at 7.65 / 6.73 eV. As for the total charge: +2.


Entry 6:
Formula: C27H32I2O9P2
Source: OMol25
Level of theory: wB97M-V/def2-TZVPD

Last column: Mulliken charge in e.
Atoms and positions in Å:
C -3.027 -2.017 0.121  -0.745
C -2.317 -2.200 -0.984  -0.361
C -0.949 -1.603 -1.159  -1.096
C 0.239 -2.602 -1.149  0.674
P -0.465 -4.260 -0.478  0.516
O -1.222 -4.972 -1.531  -0.758
O 0.500 -3.031 -2.511  -0.337
C 1.830 -3.088 -2.833  -0.031
O 2.194 -3.378 -3.934  -0.597
C 2.661 -2.837 -1.593  1.933
C 2.846 -4.287 -1.005  -1.380
C 3.973 -5.180 -1.568  -0.439
C 3.657 -6.658 -1.244  -0.669
C 4.120 -7.050 0.160  -1.171
P 4.461 -2.333 -1.978  -0.005
O 4.326 -1.017 -2.930  -0.507
O 4.985 -1.686 -0.562  -0.463
C 1.645 -1.922 -0.796  2.475
C 1.554 -0.621 -1.684  -2.988
C 2.035 -1.379 0.607  -1.264
I 3.086 0.475 0.725  0.067
C 1.805 -1.960 1.791  -0.024
C 1.107 -3.275 1.995  -0.929
I 2.350 -1.163 3.662  0.062
H -2.773 -1.198 0.788  0.194
H -3.839 -2.675 0.402  0.335
H -2.736 -2.807 -1.778  0.377
H -0.781 -0.880 -0.358  0.322
H -0.920 -1.081 -2.115  0.346
H 0.570 -5.066 0.001  0.024
H -1.204 -3.978 0.674  0.118
H 1.946 -4.836 -1.266  0.129
H 2.976 -4.230 0.078  0.299
H 4.046 -5.083 -2.649  0.503
H 4.927 -4.969 -1.084  0.410
H 4.236 -7.253 -1.955  0.378
H 2.598 -6.875 -1.401  0.342
H 5.196 -6.878 0.234  0.306
H 3.663 -6.405 0.917  0.241
H 3.918 -8.094 0.390  0.375
H 4.750 -0.223 -2.581  0.332
H 5.020 -2.365 0.122  0.335
H 1.050 -0.812 -2.628  0.585
H 2.536 -0.260 -1.944  0.575
H 0.988 0.158 -1.182  0.666
H 0.032 -3.135 1.876  0.092
H 1.233 -3.630 3.014  0.728
H 1.481 -4.056 1.341  0.054
C -3.190 2.190 2.245  -0.345
C -3.995 3.206 2.541  -0.406
C -4.198 4.326 1.588  0.382
O -4.929 5.255 1.856  -0.534
C -3.469 4.274 0.295  -0.296
C -2.663 3.257 0.001  -0.374
C -2.463 2.137 0.952  0.257
O -1.730 1.208 0.684  -0.386
H -3.023 1.361 2.921  0.429
H -4.537 3.269 3.476  0.416
H -3.629 5.107 -0.379  0.395
H -2.119 3.195 -0.933  0.438
C -4.570 9.450 1.974  -0.406
C -4.258 8.555 1.041  -0.196
C -3.028 8.692 0.224  0.416
O -2.743 7.870 -0.624  -0.544
C -2.157 9.866 0.481  -0.363
C -2.470 10.763 1.412  -0.375
C -3.702 10.626 2.233  0.378
O -3.982 11.443 3.082  -0.541
H -5.460 9.369 2.584  0.422
H -4.870 7.686 0.836  0.391
H -1.265 9.942 -0.128  0.413
H -1.853 11.628 1.619  0.401

The calculation puts the gap between HOMO and LUMO at 6.69 eV.